The following is a DFT calculation (ωB97M-V/def2-TZVPD) of a structure of composition C69H85Ge2NO3P2SbTi.

Computed properties:
Relative energy (zero: lowest compared OMol25 entry of this formula, charge and spin) (kJ/mol): 0.0
2S+1: 2
Expectation value of S²: 0.79
HOMO energy (spin up / spin down) (Ha): -0.2236 / -0.2698
Electronic energy (hartree): -8887.1163
LUMO (spin up / spin down) (eV): -0.49 / -0.46

Structure (XYZ):
```
164
Properties=species:S:1:pos:R:3:lowdin_spin:R:1
Ti 0.00987 0.77289 0.30493 0.122
C 0.04968 1.78866 5.78087 0.001
C 0.28828 1.88308 4.27541 0.004
C -0.30354 3.17918 3.72751 0.001
P -0.31977 0.45221 3.23319 0.004
C -0.15961 -1.02276 4.33118 0.001
C -0.89066 -2.21586 3.73309 0.000
C 1.31901 -1.33291 4.55469 0.000
C -2.08936 0.82102 3.17541 0.001
C -2.88634 0.82067 4.32474 0.000
C -4.19670 1.25780 4.32233 0.001
C -5.04189 1.23498 5.56309 0.000
C -4.70730 1.73400 3.11093 0.000
C -3.95705 1.71031 1.95787 0.001
C -2.63748 1.22086 1.95101 0.001
N -1.94660 1.08237 0.71758 0.006
C -2.86662 0.64219 -0.31277 0.001
C -3.48446 -0.61635 -0.21963 0.000
C -3.25742 -1.55098 0.93488 0.000
C -4.36968 -1.00578 -1.21655 0.000
C -4.66291 -0.19686 -2.30297 0.000
C -5.54222 -0.67956 -3.42034 0.000
C -4.10154 1.07160 -2.33470 0.000
C -3.23032 1.51538 -1.34700 0.000
C -2.79186 2.94812 -1.34082 0.000
H 0.48864 2.66525 6.26292 0.000
H 0.50451 0.90834 6.23230 0.000
H -1.01307 1.79320 6.02055 0.000
H 1.36690 1.92555 4.11377 0.004
H -1.36147 3.26485 3.98278 0.000
H -0.21658 3.23397 2.64097 0.000
H 0.22232 4.03570 4.15305 0.000
H -0.61656 -0.77137 5.29457 0.000
H -1.96969 -2.06148 3.71078 0.000
H -0.67947 -3.11076 4.32333 0.000
H -0.55837 -2.40398 2.70958 0.000
H 1.82518 -1.52869 3.60624 0.000
H 1.42962 -2.22499 5.17481 0.000
H 1.84406 -0.51378 5.04885 0.000
H -2.46936 0.45780 5.25690 0.000
H -4.47939 0.85154 6.41375 0.000
H -5.92138 0.60276 5.43096 0.000
H -5.39589 2.23482 5.81877 0.000
H -5.72163 2.11341 3.07003 0.000
H -4.40034 2.04700 1.03177 0.000
H -2.23547 -1.50331 1.29867 0.000
H -3.46577 -2.57958 0.63514 0.000
H -3.92074 -1.30053 1.76736 0.000
H -4.82078 -1.99005 -1.15116 0.000
H -6.08956 -1.57732 -3.13418 0.000
H -4.94157 -0.92401 -4.29926 0.000
H -6.26456 0.08256 -3.71592 0.000
H -4.35510 1.75063 -3.14083 0.000
H -3.24751 3.49097 -2.16785 0.000
H -1.71372 3.04338 -1.43662 0.000
H -3.08015 3.42653 -0.40230 0.000
O 1.75285 -0.38421 0.15132 0.005
C 1.03314 -1.40412 0.32252 0.002
O -0.23143 -1.19460 0.23701 0.001
C 1.61030 -2.69820 0.76540 0.000
C 2.88633 -2.59011 1.33020 0.000
C 3.47475 -3.68031 1.94051 0.000
C 2.78557 -4.88712 1.98446 0.000
C 1.54873 -5.01166 1.37449 0.000
C 0.93659 -3.93300 0.73749 0.000
P -0.52502 -4.18341 -0.38460 0.000
C 0.44427 -4.97965 -1.73250 0.000
C 0.87649 -6.30435 -1.71503 0.000
C 1.66380 -6.80099 -2.73977 0.000
C 2.04196 -5.97496 -3.79082 0.000
C 1.62549 -4.65423 -3.81242 0.000
C 0.82235 -4.16067 -2.79324 0.000
C -1.40689 -5.57033 0.41681 0.000
C -2.07500 -6.52991 -0.34427 0.000
C -2.90181 -7.46471 0.26019 0.000
C -3.08796 -7.44990 1.63362 0.000
C -2.44698 -6.48684 2.39984 0.000
C -1.61924 -5.55400 1.79566 0.000
H 3.39174 -1.63354 1.29965 0.000
H 4.45815 -3.58902 2.37964 0.000
H 3.22650 -5.74774 2.46965 0.000
H 1.06018 -5.97753 1.36632 0.000
H 0.60118 -6.95566 -0.89550 0.000
H 1.98928 -7.83289 -2.71503 0.000
H 2.65758 -6.36366 -4.59108 0.000
H 1.91001 -4.00393 -4.62858 0.000
H 0.47860 -3.13015 -2.83624 0.000
H -1.94422 -6.55358 -1.41951 0.000
H -3.40163 -8.20869 -0.34666 0.000
H -3.73208 -8.18083 2.10379 0.000
H -2.58898 -6.46234 3.47249 0.000
H -1.12936 -4.80820 2.40725 0.000
C 7.86073 2.26446 0.09253 0.022
C 6.42690 2.18828 0.52811 0.119
C 6.05783 1.55512 1.71181 -0.015
C 4.74009 1.44168 2.11001 0.104
C 4.44215 0.75576 3.41668 0.015
C 3.70344 1.95614 1.27289 0.022
C 2.37254 1.71553 1.66523 0.374
O 1.25917 1.98200 0.98171 0.075
C 4.07898 2.64938 0.08902 0.097
C 3.06118 3.31092 -0.78626 0.015
C 5.41413 2.74554 -0.24890 -0.018
H 8.53939 2.04607 0.91644 0.000
H 8.10538 3.25401 -0.29541 0.004
H 8.06329 1.54391 -0.70390 0.008
H 6.83064 1.15188 2.35722 -0.004
H 5.35017 0.68403 4.01376 0.000
H 4.06135 -0.25948 3.26963 0.004
H 3.70181 1.29710 4.00716 0.003
H 2.20713 1.13277 2.56277 0.019
H 2.45010 4.00924 -0.21767 0.004
H 3.56356 3.85936 -1.58355 0.000
H 2.37230 2.59372 -1.23747 0.005
H 5.67853 3.27744 -1.15725 -0.004
C -1.92621 5.46189 1.40856 0.000
Sb -0.22864 4.91462 0.19563 0.001
C -0.32153 6.69318 -1.00891 0.001
C 1.24352 5.74686 1.53046 0.001
H -1.60830 6.13190 2.20589 0.000
H -2.39944 4.58356 1.84394 0.000
H -2.65045 5.97667 0.77921 0.000
H -0.50246 7.55414 -0.36821 0.000
H -1.12335 6.60456 -1.73854 0.000
H 0.61742 6.83358 -1.54143 0.000
H 0.95053 6.76462 1.78869 0.000
H 2.22266 5.77267 1.05693 0.000
H 1.31942 5.15078 2.43708 0.000
C 3.80771 -0.08859 -2.25478 0.000
Ge 2.39645 0.55566 -3.47636 -0.001
C 2.45625 -0.71419 -4.98451 0.000
C 3.03215 2.19504 -4.36752 0.000
Ge 0.15180 0.76750 -2.42082 -0.005
C -0.82753 -0.74310 -3.27451 -0.001
C -0.74911 -0.87446 -4.66602 0.000
C -1.42305 -1.87532 -5.34528 0.000
C -2.21941 -2.77321 -4.64613 0.000
C -2.32972 -2.64734 -3.27332 0.000
C -1.63989 -1.64472 -2.60017 0.000
C -0.55701 2.30251 -3.46124 -0.001
C -1.66829 2.19580 -4.29256 0.000
C -2.13267 3.28644 -5.01556 0.000
C -1.48967 4.51113 -4.92583 0.000
C -0.37320 4.63548 -4.10979 0.000
C 0.08166 3.54129 -3.38941 0.000
H 4.71894 0.49657 -2.38582 0.000
H 4.04029 -1.12955 -2.48476 0.000
H 3.51904 -0.02390 -1.21233 0.000
H 3.50926 -0.79623 -5.26086 0.000
H 1.90790 -0.34354 -5.84859 0.000
H 2.08277 -1.70557 -4.73317 0.000
H 4.06610 2.01739 -4.66836 0.000
H 2.99646 3.09628 -3.76489 0.000
H 2.43845 2.36876 -5.26522 0.000
H -0.16325 -0.16699 -5.24048 0.000
H -1.33154 -1.95097 -6.42154 0.000
H -2.74840 -3.55812 -5.17169 0.000
H -2.95015 -3.33383 -2.70975 0.000
H -1.73982 -1.58652 -1.53195 0.000
H -2.19315 1.25280 -4.37396 0.000
H -3.00158 3.17588 -5.65293 0.000
H -1.84852 5.35996 -5.49325 0.000
H 0.14405 5.58343 -4.03532 0.000
H 0.95086 3.66258 -2.75188 0.000
```

=====

The following is a DFT calculation (ωB97M-V/def2-TZVPD) of a structure of composition C6BF19NO5S2Zr.

Computed properties:
Net charge: +1
HOMO energy (Ha): -0.5840
Electronic energy (hartree): -3425.3820
LUMO (eV): -4.96

Structure (XYZ):
```
35
Properties=species:S:1:pos:R:3:nbo_charge:R:1
Zr -0.41989 0.57914 -0.60462 2.392
F -1.08749 -3.74305 -1.62641 -0.267
C -0.11836 -2.95116 -1.23850 0.782
F 0.90492 -3.63770 -0.82789 -0.260
F -0.60062 -2.17361 -0.21300 -0.314
S 0.19167 -1.73072 -2.67838 2.222
O -0.68480 -0.66034 -2.10261 -0.996
O -0.22947 -2.33883 -3.87049 -0.783
N 1.67197 -1.18945 -2.70517 -1.116
S 2.08542 -0.39156 -1.41649 2.145
O 1.44781 0.95331 -1.32300 -0.936
O 1.71169 -1.12336 -0.23774 -0.876
C 3.94060 -0.15066 -1.55704 0.837
F 4.31578 0.43001 -0.44355 -0.264
F 4.46679 -1.34216 -1.68240 -0.259
F 4.17708 0.60287 -2.60448 -0.263
F -2.15631 3.40701 -2.42679 -0.454
B -1.45062 2.37650 -2.04584 1.345
F -0.60744 2.61789 -0.80490 -0.504
F -2.24053 1.24518 -1.47385 -0.507
F -0.55150 1.77062 -2.88331 -0.486
F -2.27636 1.76976 0.97507 -0.290
C -2.24096 0.58920 1.64626 0.961
F -3.27638 0.49562 2.41170 -0.235
F -2.35022 -0.33710 0.60819 -0.312
C -0.80863 0.42998 2.24966 0.005
O 0.00142 0.12356 1.17138 -0.785
C -0.31686 1.80292 2.86151 0.975
F 0.67013 1.62369 3.71174 -0.277
F 0.14719 2.59152 1.86148 -0.304
F -1.29665 2.46072 3.45697 -0.287
C -0.75903 -0.75656 3.25133 0.985
F -1.48993 -0.50490 4.33024 -0.289
F 0.49003 -1.00575 3.60441 -0.280
F -1.26047 -1.83260 2.62652 -0.306
```